The following is a quantum chemistry calculation of a 14-piece molecular cluster, C40H108O16 overall, from OMol25.

```
164
Properties=species:S:1:pos:R:3
C 2.27224 -1.99260 -5.68329
C 1.16823 -1.52525 -4.65286
C 1.18197 -2.41247 -3.37743
O 1.28434 -0.17660 -4.35272
H 3.24032 -1.59020 -5.38499
H 2.01141 -1.56210 -6.65011
H 2.36296 -3.06598 -5.84981
H 0.20197 -1.59243 -5.15280
H 0.19567 -2.83146 -3.17802
H 1.42655 -1.81604 -2.49847
H 1.88422 -3.22249 -3.57442
H 2.03567 -0.15826 -3.75541
C -3.30800 0.74896 4.77229
C -3.58386 -0.20775 3.60653
C -5.02224 -0.79338 3.66552
O -3.39559 0.41649 2.34605
H -3.42321 0.16927 5.68815
H -4.09791 1.50004 4.77684
H -2.33294 1.23466 4.81037
H -2.94912 -1.08024 3.76131
H -5.26162 -1.20343 4.64668
H -5.08337 -1.63348 2.97372
H -5.72996 -0.06646 3.26701
H -2.48643 0.59979 2.09820
C -1.25352 4.79012 -1.07038
C -2.21486 5.28928 0.00831
C -1.84130 4.60378 1.40131
O -1.95514 6.69424 0.22042
H -1.28095 3.71187 -1.22758
H -0.19686 4.98831 -0.89068
H -1.41068 5.28802 -2.02719
H -3.24090 5.05998 -0.27941
H -0.82157 4.68182 1.77835
H -2.17551 3.56629 1.39774
H -2.34964 5.09418 2.23149
H -2.60012 7.03778 0.84298
C -0.09522 -2.75952 3.42073
C 1.02159 -2.48982 4.43134
C 0.51430 -1.51967 5.51973
O 1.42556 -3.75136 5.01755
H -0.44404 -1.86030 2.91296
H -0.96275 -3.25536 3.85621
H 0.26912 -3.44492 2.65551
H 1.89977 -2.04517 3.96316
H 1.11863 -1.42266 6.42166
H -0.47943 -1.76394 5.89516
H 0.31758 -0.50800 5.16487
H 0.96788 -3.77757 5.86102
C -3.46489 -1.57343 -4.21680
C -3.49082 -0.18616 -3.50199
C -2.14988 0.44625 -3.61557
O -4.29038 0.72188 -4.18056
H -4.19979 -2.29021 -3.85039
H -2.54197 -2.11494 -4.00925
H -3.53149 -1.44123 -5.29670
H -3.65909 -0.28123 -2.42926
H -2.08220 1.46139 -3.22441
H -1.65193 0.49197 -4.58410
H -1.45702 -0.13739 -3.00942
H -5.15451 0.31975 -4.29533
C -4.10743 -3.14316 -1.00251
C -3.20468 -3.82349 0.03009
C -3.58270 -3.61856 1.50220
O -3.33622 -5.20104 -0.29527
H -3.85213 -2.08690 -1.08750
H -5.14021 -3.38782 -0.75431
H -3.86031 -3.55467 -1.98112
H -2.17481 -3.50930 -0.13945
H -3.44148 -2.56840 1.75777
H -3.07440 -4.31009 2.17415
H -4.63439 -3.69633 1.77786
H -2.47147 -5.52449 -0.55829
C -6.00127 3.53112 0.06112
C -5.43191 2.17275 0.52734
C -4.31744 1.71209 -0.44937
O -4.90819 2.52517 1.72202
H -5.24533 4.31483 0.01160
H -6.85584 3.84670 0.65965
H -6.47235 3.45409 -0.91880
H -6.20707 1.42279 0.68476
H -4.61591 1.84461 -1.48930
H -3.97534 0.67989 -0.37429
H -3.48150 2.35933 -0.18407
H -4.42294 1.76385 2.04839
C 0.40621 0.84420 -0.73407
C -0.60120 0.01735 0.10603
C -0.33772 -1.51401 0.36161
O -0.68931 0.73604 1.30517
H 0.43070 0.53767 -1.77979
H 1.39504 0.80299 -0.27733
H 0.09998 1.88601 -0.63942
H -1.61454 0.07220 -0.29176
H 0.61710 -1.67889 0.86084
H -0.33955 -2.14793 -0.52509
H -1.15506 -1.97208 0.91859
H -0.17025 0.27645 1.96922
C 4.15431 -0.25224 -0.77492
C 3.92341 0.84341 -1.81187
C 4.92899 1.95028 -1.73943
O 3.79976 0.16151 -3.01037
H 4.11106 0.22916 0.20206
H 5.02604 -0.87915 -0.96246
H 3.25171 -0.86291 -0.79704
H 2.92337 1.27198 -1.74602
H 5.92009 1.50608 -1.64718
H 4.81331 2.54872 -0.83578
H 4.99356 2.51656 -2.66856
H 4.54741 -0.41427 -3.18672
C 6.02090 -3.23965 2.63775
C 4.68622 -2.69115 2.13558
C 3.57530 -3.76622 2.05402
O 4.24548 -1.72523 2.99000
H 6.25316 -4.05169 1.94873
H 5.90829 -3.57515 3.66870
H 6.80853 -2.48621 2.62957
H 4.86815 -2.24112 1.15963
H 2.72779 -3.32320 1.53098
H 3.18105 -4.15119 2.99448
H 3.86547 -4.63919 1.46937
H 4.24746 -2.09869 3.87438
C 0.46684 3.07512 -4.19230
C 1.30987 2.96692 -5.51142
C 2.75764 2.74303 -5.16952
O 0.78572 1.89945 -6.30979
H -0.61465 3.16738 -4.29214
H 0.74575 3.95353 -3.61032
H 0.67088 2.20074 -3.57429
H 1.25282 3.88003 -6.10393
H 3.27936 3.69651 -5.08727
H 3.22567 2.18255 -5.97878
H 2.78103 2.25143 -4.19695
H 0.80711 1.14413 -5.71765
C 2.19984 6.14945 1.63856
C 2.57025 4.62684 1.67234
C 2.05173 3.85458 0.49769
O 3.90924 4.41443 1.70975
H 2.35657 6.61644 0.66622
H 2.66170 6.70479 2.45489
H 1.13580 6.26131 1.84688
H 2.08884 4.13958 2.52023
H 2.34510 4.33110 -0.43770
H 0.96688 3.74901 0.50516
H 2.31406 2.79680 0.51727
H 4.26538 4.89730 0.96035
C 2.13892 1.20328 3.13889
C 3.63653 1.65549 3.08343
O 4.35736 0.75070 3.93968
O 1.94884 0.10997 2.28428
H 1.41930 2.00912 2.99445
H 2.00789 0.88308 4.17252
H 3.67245 2.66440 3.49442
H 4.08663 1.63946 2.09082
H 4.50984 -0.10967 3.54204
H 2.48424 -0.65069 2.52164
C 0.58681 -5.26478 -0.08889
C 0.19344 -6.79829 -0.38744
O -1.15269 -6.99032 -0.72709
O 1.04089 -4.66116 -1.29519
H 1.38842 -5.35125 0.64463
H -0.17066 -4.62249 0.36033
H 0.39093 -7.42643 0.48120
H 0.87376 -7.08063 -1.19090
H -1.24099 -7.93929 -0.61197
H 0.35853 -4.77938 -1.96002
```

Output
Frontier orbital gap in eV: 9.63
HOMO energy in eV: -9.362
Electronic energy in Ha: -2792.50712
Relative energy (zero: lowest compared OMol25 entry of this formula, charge and spin) in eV: 0.000
F_max in Eh/bohr: 0.0651